Below is a 2-piece molecular cluster, CH4NO3 overall, with properties calculated with the ωB97M-V functional and the def2-TZVPD basis.

```
! RIJCOSX wB97M-V def2-TZVPD def2/J DEFGRID3
* xyz -1 1
C -1.17 -0.20 0.11
H -2.10 0.02 0.61
N -0.07 0.62 0.67
O 1.44 -0.81 0.59
O 2.20 -0.39 -0.54
H -0.87 -1.13 0.33
H -1.49 -0.01 -0.96
H 1.70 0.41 -0.61
O 0.36 1.48 -0.20
*
```

Values from the calculation:
* frontier orbital gap (alpha / beta): 7.347 / 7.351 eV
* E_LUMO (alpha / beta): 4.57 / 4.57 eV
* ΔE to the lowest compared entry with this formula, charge and spin: 774.7 kJ/mol
* E_HOMO (alpha / beta): -2.8 / -2.8 eV
* E: -320.78167 a.u.

Below is C49H53KN3O3P4S2Si as an isolated structure, with properties calculated with the ωB97M-V functional and the def2-TZVPD basis.

```
! RIJCOSX wB97M-V def2-TZVPD def2/J DEFGRID3
* xyz -1 1
H 19.90 15.35 14.17
H 12.32 15.98 17.19
H 14.16 17.15 8.28
H 19.01 13.26 8.02
H 19.65 17.84 10.76
C 13.92 20.97 12.32
H 7.97 11.88 13.75
H 6.71 12.87 17.82
C 17.19 15.80 16.58
C 10.37 15.52 17.84
N 14.89 15.96 10.65
C 12.87 19.52 10.82
H 14.50 10.01 13.26
C 19.34 15.92 18.31
C 13.07 17.13 8.36
C 19.37 15.74 13.35
K 13.28 14.47 14.03
C 17.70 11.70 8.61
C 16.61 11.36 9.38
H 14.10 22.00 12.73
C 16.02 15.50 15.66
H 19.09 13.77 18.45
H 15.53 20.19 13.47
H 20.28 15.96 18.96
C 17.72 17.05 16.96
H 16.26 10.32 9.34
C 14.57 18.66 12.36
H 12.27 19.42 9.94
C 14.23 10.05 14.32
H 13.32 11.20 8.86
C 12.93 10.56 9.66
C 12.37 17.46 7.20
N 11.20 15.26 15.65
C 12.99 20.80 11.32
C 8.95 14.59 16.06
H 10.76 9.56 10.23
H 11.99 10.28 9.28
H 13.83 9.14 14.73
C 10.01 8.62 13.43
H 9.32 7.96 11.57
C 14.70 19.95 12.80
H 17.96 14.95 9.36
C 11.38 15.63 16.90
C 12.43 16.68 9.49
H 10.43 17.73 6.40
O 17.62 12.49 15.74
H 17.58 14.51 13.74
H 8.33 14.79 18.05
H 10.64 9.55 15.18
H 15.12 11.95 10.82
Si 7.44 13.68 15.44
O 16.13 12.74 17.70
C 10.76 9.54 11.30
C 18.08 15.30 13.17
H 10.38 11.75 10.13
C 17.93 16.63 11.14
P 12.61 11.55 11.14
C 17.62 13.92 9.46
O 15.42 16.37 15.06
C 9.98 8.72 12.05
H 13.21 11.94 16.62
H 12.49 21.62 10.86
C 11.58 10.39 13.45
S 16.77 13.33 16.56
H 5.80 14.12 17.23
H 17.38 17.98 16.52
H 15.14 17.85 12.88
P 15.83 14.77 11.55
C 10.97 17.39 7.29
C 18.77 17.14 17.86
H 20.91 17.03 12.70
C 18.74 14.71 18.04
N 15.74 14.20 15.66
H 9.21 16.72 8.38
H 15.41 16.48 9.87
C 9.13 14.97 17.40
H 18.19 10.97 7.98
C 10.05 14.80 15.19
C 19.95 16.63 12.48
H 6.14 15.64 15.02
H 8.63 11.41 15.30
P 13.40 16.60 11.04
H 13.63 9.70 9.81
H 17.42 17.07 10.31
H 10.59 16.21 10.43
H 12.90 17.75 6.28
H 10.72 12.98 11.32
H 9.37 7.91 13.90
C 11.16 12.44 10.47
H 19.27 18.10 18.08
C 7.80 11.93 14.82
C 17.71 14.68 17.13
C 18.20 12.97 8.64
H 11.34 13.16 9.69
C 12.41 11.35 16.09
H 10.51 15.70 18.86
C 13.66 18.42 11.30
C 10.31 16.83 8.36
C 6.21 14.70 14.42
H 11.49 11.87 16.31
C 10.77 9.51 14.09
H 6.87 11.39 15.01
C 19.17 17.12 11.43
H 12.38 10.29 16.44
C 16.02 12.28 10.23
C 17.34 15.74 12.01
C 11.60 10.36 12.04
H 15.07 10.44 14.89
H 5.68 12.41 16.70
H 5.24 14.19 14.65
S 10.01 14.59 13.48
C 16.52 13.60 10.27
P 12.94 11.33 14.30
C 11.06 16.48 9.54
H 6.35 14.85 13.33
C 6.32 13.26 16.95
*
```

Values from the calculation:
* frontier orbital gap: 6.386 eV
* E_LUMO: 2.15 eV
* ΔE to the lowest compared entry with this formula, charge and spin: 110.5 kJ/mol
* E_HOMO: -4.2 eV
* E: -5340.32909 a.u.

Below is a 4-piece molecular cluster, C14H36BO9 overall, with properties calculated with the ωB97M-V functional and the def2-TZVPD basis.

```
! RIJCOSX wB97M-V def2-TZVPD def2/J DEFGRID3
* xyz -1 1
H 1.10 1.83 2.70
H 4.40 -0.06 1.79
O -3.25 -1.46 -4.58
H 1.11 -0.45 3.69
H 2.16 0.33 -0.99
C -2.88 1.36 -3.01
O -3.27 -3.83 -4.54
C -0.74 0.98 6.66
O -1.26 -2.75 -3.82
O -0.15 1.26 -1.21
H 4.42 0.80 -1.84
H 2.58 0.99 0.59
H -0.16 2.80 3.49
C -4.56 -3.31 -4.76
H -0.17 1.72 7.22
H 6.91 0.97 0.60
H -5.32 -1.30 -4.40
H 5.98 -0.25 -0.30
H -1.46 -0.90 5.29
H -1.94 -2.61 -5.97
C 4.04 1.32 -0.95
H -5.31 -3.98 -4.32
H -1.69 -0.64 -2.40
H -0.06 2.74 0.23
H -1.47 0.52 7.33
H 6.79 1.08 -1.16
H -4.70 -3.17 -5.84
C -2.07 -0.23 -1.46
C 6.25 0.81 -0.25
O -3.02 0.80 -1.71
H -1.33 0.63 0.38
H -1.26 1.47 5.84
O 0.18 0.01 6.18
C -0.48 2.56 -0.77
B -2.35 -2.69 -4.80
C 3.80 -0.92 1.44
O 5.11 1.63 -0.07
C 0.40 1.86 3.54
H -4.47 -2.06 -3.01
H -0.28 -0.59 -0.37
O 3.48 -0.81 0.08
C -4.48 -1.95 -4.11
H -0.38 -1.20 3.10
C 2.98 0.47 -0.29
H 4.38 -1.83 1.58
H -1.56 2.72 -0.75
H 3.59 2.26 -1.26
H -2.59 -1.04 -0.94
H -0.45 -2.41 -4.20
H -0.03 3.28 -1.46
O -0.53 0.80 3.45
H -1.84 1.62 -3.22
H 0.96 1.83 4.48
H -3.23 0.65 -3.77
C -0.94 0.26 -0.58
C -0.37 -0.86 5.21
H 2.89 -0.99 2.06
C 0.02 -0.46 3.80
H -3.49 2.26 -3.04
H 0.02 -1.86 5.41
*
```

Values from the calculation:
* frontier orbital gap: 6.748 eV
* E_LUMO: 2.31 eV
* E_HOMO: -4.4 eV
* E: -1257.02654 a.u.

Below is a 2-piece molecular cluster, C12H16F5N2O3 overall, with properties calculated with the ωB97M-V functional and the def2-TZVPD basis.

```
! RIJCOSX wB97M-V def2-TZVPD def2/J DEFGRID3
* xyz 1 1
H 5.59 -1.46 -1.06
H 4.40 -0.99 0.95
C 3.87 -0.76 0.02
O -2.76 0.47 3.00
H -1.10 -1.51 -1.38
H 3.02 -1.43 -0.09
H 0.51 1.50 -2.34
F -1.90 0.36 5.54
H 4.22 -2.07 -2.77
O -4.83 0.24 3.85
C -3.64 0.14 3.94
O -2.27 0.70 -3.31
H -4.12 2.84 1.00
H 1.62 -2.56 -2.57
H 3.44 0.24 0.16
F 4.72 -0.32 -3.54
H -2.51 0.96 1.05
C -1.73 0.27 -2.34
C -2.91 -0.43 5.16
H -4.12 0.36 1.42
H 5.22 0.29 -1.32
C -3.77 2.44 1.95
H 3.02 1.44 -2.44
F -3.73 -0.57 6.20
C 4.81 -0.71 -1.21
N 2.67 -0.65 -2.51
H -2.95 3.05 2.32
C 0.52 -0.67 -2.43
N 0.99 0.61 -2.40
H -4.58 2.51 2.68
F -2.40 -1.64 4.89
C 1.59 -1.49 -2.51
C 4.09 -1.01 -2.54
C -0.95 -1.04 -2.35
H -1.26 -1.67 -3.18
C 2.32 0.62 -2.46
F -1.73 0.94 -1.17
C -3.31 1.00 1.78
*
```

Values from the calculation:
* frontier orbital gap: 9.717 eV
* E_LUMO: -3.45 eV
* ΔE to the lowest compared entry with this formula, charge and spin: 0.0 kJ/mol
* E_HOMO: -13.2 eV
* E: -1301.20568 a.u.

Below is a 2-piece molecular cluster, C9H16NO6 overall, with properties calculated with the ωB97M-V functional and the def2-TZVPD basis.

```
! RIJCOSX wB97M-V def2-TZVPD def2/J DEFGRID3
* xyz -1 1
H 3.02 1.56 -0.82
H -3.11 1.43 2.27
H -0.73 -0.10 -1.77
O -0.80 2.16 1.23
H -1.95 -3.04 -3.20
H 3.20 1.61 2.19
O -0.19 -3.69 0.98
C 3.72 1.32 1.27
H -3.76 1.12 0.64
H -1.78 -1.32 -3.42
H 1.75 1.73 0.36
O -1.69 1.27 -0.61
H 4.40 2.12 0.99
C -1.73 1.76 0.63
C -0.24 -0.57 0.23
N 2.24 -0.22 -0.11
C 1.20 -0.63 0.81
H 1.32 -0.08 1.75
H 0.32 1.11 -1.07
C -0.52 0.46 -0.85
H -3.54 2.78 1.13
O -3.75 -1.97 -3.04
H -2.04 -1.98 -1.83
C 2.67 1.17 0.14
O -0.33 -1.88 -0.34
C -3.12 1.77 1.24
O 1.32 -2.03 1.06
H -0.93 -0.65 1.08
C -2.43 -2.07 -2.87
H 3.04 -0.84 -0.07
C 0.20 -2.69 0.62
H 4.23 0.37 1.39
*
```

Values from the calculation:
* frontier orbital gap: 4.493 eV
* E_LUMO: 2.66 eV
* ΔE to the lowest compared entry with this formula, charge and spin: 93.4 kJ/mol
* E_HOMO: -1.8 eV
* E: -858.68222 a.u.

Below is C7H12N2 as an isolated structure, with properties calculated with the ωB97M-V functional and the def2-TZVPD basis.

```
! RIJCOSX wB97M-V def2-TZVPD def2/J DEFGRID3
* xyz 0 1
H -1.91 -0.93 -1.92
C -1.18 0.02 0.01
H 3.23 0.88 -1.11
H -0.05 -1.88 -0.25
H -2.32 -1.97 -0.18
C 1.37 -0.06 0.10
H 1.88 -2.34 0.45
H -1.00 0.36 1.95
C 2.75 0.60 0.03
C 1.19 -1.48 0.08
C -1.67 -1.20 -0.91
H -2.44 -1.06 1.76
H -0.65 -1.74 -1.21
H 3.42 -0.31 0.49
C 0.09 0.65 -0.09
C -1.68 -0.22 1.34
N 0.18 2.01 0.06
N -1.08 2.60 -0.11
H 2.72 1.11 0.93
H -1.00 3.22 -1.25
H -1.85 1.76 -0.18
*
```

Values from the calculation:
* frontier orbital gap: 8.128 eV
* E_LUMO: 0.11 eV
* ΔE to the lowest compared entry with this formula, charge and spin: 917.0 kJ/mol
* E_HOMO: -8.0 eV
* E: -383.07396 a.u.